(1)
102
Properties=species:S:1:pos:R:3:lowdin_charge:R:1 method="wB97M-V/def2-TZVPD" total_energy_ha=-2446.24827 gap_ha=0.328 molar_mass_g_mol=630.26 smiles="NCOC(=O)OCl.C1CCOC1.C1CCOC1.C1CCOC1.C1CCOC1.C1CCOC1.C1CCOC1.C1CCOC1"
N -5.94 5.47 -2.12 0.044
C -4.72 4.69 -2.30 -0.235
O -5.03 3.35 -2.70 0.043
C -5.10 2.36 -1.80 -0.678
O -5.14 1.21 -2.11 0.144
O -5.22 2.81 -0.49 -0.458
Cl -3.80 2.45 0.36 0.796
H -5.87 6.00 -1.26 0.074
H -6.71 4.84 -1.98 0.076
H -4.10 4.68 -1.40 0.107
H -4.12 5.09 -3.12 0.127
C -2.45 0.87 -5.15 -0.155
C -2.15 0.91 -3.65 -0.158
C -1.00 1.90 -3.59 -0.200
O -1.21 2.83 -4.66 -0.139
C -2.23 2.32 -5.53 -0.200
H -3.45 0.52 -5.38 0.115
H -1.73 0.22 -5.66 0.107
H -3.02 1.29 -3.11 0.082
H -1.89 -0.07 -3.23 0.105
H -0.03 1.41 -3.74 0.108
H -0.96 2.45 -2.64 0.115
H -3.14 2.91 -5.39 0.113
H -1.89 2.45 -6.56 0.116
C 1.87 0.49 -0.84 -0.173
C 2.56 1.49 0.08 -0.160
C 1.44 2.48 0.37 -0.198
O 0.23 1.72 0.33 -0.165
C 0.48 0.43 -0.23 -0.189
H 2.35 -0.48 -0.87 0.081
H 1.82 0.88 -1.86 0.113
H 2.88 0.99 0.99 0.107
H 3.44 1.96 -0.37 0.114
H 1.39 3.26 -0.39 0.117
H 1.53 2.95 1.35 0.104
H 0.43 -0.32 0.57 0.115
H -0.30 0.20 -0.96 0.103
C 6.68 -1.88 0.44 -0.163
C 6.61 -0.96 -0.77 -0.160
C 5.13 -1.01 -1.12 -0.195
O 4.43 -1.21 0.11 -0.162
C 5.37 -1.56 1.14 -0.197
H 7.55 -1.72 1.08 0.112
H 6.69 -2.92 0.11 0.115
H 6.90 0.06 -0.49 0.115
H 7.25 -1.27 -1.60 0.113
H 4.91 -1.85 -1.78 0.102
H 4.77 -0.10 -1.59 0.118
H 5.48 -0.71 1.82 0.122
H 4.97 -2.41 1.70 0.099
C 2.26 -2.95 -5.00 -0.162
C 0.90 -2.29 -4.76 -0.163
C 0.88 -2.18 -3.24 -0.195
O 2.24 -2.01 -2.83 -0.163
C 3.11 -2.29 -3.93 -0.211
H 2.65 -2.80 -6.00 0.112
H 2.19 -4.03 -4.82 0.115
H 0.88 -1.29 -5.21 0.110
H 0.06 -2.85 -5.15 0.113
H 0.48 -3.09 -2.78 0.122
H 0.30 -1.32 -2.88 0.096
H 3.54 -1.35 -4.29 0.121
H 3.93 -2.93 -3.58 0.110
C -0.34 3.18 4.35 -0.164
C 0.06 1.75 3.97 -0.164
C 1.43 1.64 4.61 -0.205
O 1.40 2.46 5.78 -0.141
C 0.24 3.29 5.76 -0.206
H -1.41 3.36 4.32 0.111
H 0.15 3.90 3.68 0.110
H -0.64 1.04 4.42 0.112
H 0.08 1.58 2.89 0.094
H 2.22 2.00 3.94 0.111
H 1.68 0.62 4.91 0.115
H -0.47 2.92 6.50 0.115
H 0.52 4.31 6.03 0.115
C 1.74 -3.10 2.26 -0.170
C 2.66 -4.16 2.86 -0.170
C 1.93 -5.45 2.49 -0.205
O 1.26 -5.18 1.25 -0.141
C 1.29 -3.78 0.97 -0.200
H 2.24 -2.15 2.08 0.101
H 0.89 -2.92 2.92 0.114
H 3.63 -4.13 2.38 0.097
H 2.80 -4.06 3.94 0.113
H 1.18 -5.72 3.25 0.116
H 2.60 -6.30 2.35 0.115
H 2.00 -3.59 0.16 0.115
H 0.30 -3.47 0.65 0.115
C -5.95 -1.25 2.95 -0.167
C -5.58 -1.12 4.42 -0.170
C -4.27 -0.35 4.34 -0.210
O -4.37 0.49 3.18 -0.166
C -5.50 0.09 2.40 -0.226
H -7.01 -1.44 2.77 0.111
H -5.38 -2.06 2.49 0.114
H -6.33 -0.53 4.95 0.113
H -5.47 -2.08 4.94 0.110
H -3.42 -1.03 4.22 0.116
H -4.09 0.28 5.21 0.115
H -6.28 0.85 2.50 0.120
H -5.20 0.05 1.35 0.095

(2)
100
Properties=species:S:1:pos:R:3:lowdin_charge:R:1 method="wB97M-V/def2-TZVPD" total_energy_ha=-3034.36025 gap_ha="0.311 / 0.314" multiplicity=4 molar_mass_g_mol=737.08 s_squared=3.75 charge=+3
Er -0.27 1.18 -0.53 1.596
C 2.41 3.76 2.74 -0.042
C 1.12 3.79 3.56 -0.345
C 0.66 5.23 3.82 -0.047
C 0.06 2.90 2.96 -0.170
C -1.31 3.16 3.14 0.019
C -2.28 2.22 2.86 0.008
C -1.93 0.95 2.39 -0.291
C -2.92 -0.18 2.44 -0.026
C -0.59 0.71 2.06 -0.167
C 0.40 1.69 2.34 -0.064
H 3.05 4.60 3.03 0.097
H 2.20 3.84 1.68 0.051
H 2.99 2.86 2.92 0.083
H 1.34 3.36 4.55 0.163
H 0.38 5.74 2.91 0.078
H 1.46 5.78 4.29 0.097
H -0.18 5.25 4.51 0.082
H -1.61 4.09 3.59 0.123
H -3.31 2.44 3.10 0.136
H -2.95 -0.55 3.47 0.117
H -2.62 -1.01 1.80 0.060
H -3.93 0.13 2.20 0.097
H -0.27 -0.33 1.90 0.095
H 1.45 1.39 2.31 0.105
N -0.92 2.60 -2.63 -0.029
C -1.65 1.97 -3.78 -0.196
C -1.91 0.48 -3.54 -0.190
C -3.31 0.19 -3.00 -0.174
C -3.68 0.93 -1.72 -0.209
N -2.72 0.63 -0.61 -0.030
H -1.43 3.45 -2.37 0.101
H -0.03 2.94 -3.01 0.082
H -1.07 2.09 -4.69 0.131
H -2.61 2.47 -3.92 0.130
H -1.11 0.06 -2.88 0.067
H -1.82 -0.04 -4.50 0.129
H -3.43 -0.89 -2.85 0.106
H -4.04 0.48 -3.76 0.138
H -4.69 0.62 -1.43 0.137
H -3.69 2.01 -1.89 0.117
H -2.72 -0.39 -0.51 0.071
H -3.20 0.97 0.23 0.077
C 0.06 4.81 0.00 -0.037
O 0.70 3.57 -0.34 -0.332
C 1.90 3.81 -1.09 -0.158
C 2.69 2.51 -1.21 -0.136
O 1.83 1.49 -1.75 -0.344
C 2.39 0.82 -2.89 -0.022
H 0.76 5.46 0.54 0.104
H -0.79 4.59 0.64 0.097
H -0.27 5.33 -0.90 0.110
H 2.51 4.57 -0.59 0.149
H 1.64 4.19 -2.09 0.142
H 3.04 2.18 -0.21 0.139
H 3.56 2.67 -1.85 0.153
H 2.44 1.50 -3.75 0.117
H 1.73 -0.02 -3.12 0.076
H 3.39 0.45 -2.66 0.117
O 0.35 -0.82 -0.89 -0.421
P 0.44 -2.19 -0.24 0.649
N 1.42 -3.13 -1.17 -0.181
C 1.68 -4.54 -0.83 -0.168
C 2.40 -5.10 -2.06 -0.139
C 1.81 -4.28 -3.21 -0.145
C 1.71 -2.89 -2.59 -0.188
N -1.15 -2.69 -0.03 -0.182
C -1.80 -3.03 -1.31 -0.203
C -3.24 -3.32 -0.88 -0.147
C -3.05 -4.07 0.45 -0.123
C -1.64 -3.68 0.94 -0.179
N 1.09 -1.97 1.29 -0.200
C 2.41 -1.31 1.24 -0.199
C 2.94 -1.46 2.66 -0.144
C 2.50 -2.89 2.99 -0.135
C 1.11 -2.99 2.36 -0.173
H 0.74 -5.07 -0.66 0.115
H 2.29 -4.62 0.07 0.116
H 2.22 -6.17 -2.18 0.128
H 3.47 -4.94 -1.98 0.126
H 0.83 -4.65 -3.48 0.119
H 2.45 -4.29 -4.09 0.126
H 0.92 -2.28 -3.05 0.103
H 2.66 -2.36 -2.69 0.120
H -1.36 -3.93 -1.75 0.130
H -1.70 -2.20 -2.01 0.095
H -3.76 -3.91 -1.62 0.127
H -3.80 -2.40 -0.72 0.099
H -3.11 -5.14 0.30 0.124
H -3.82 -3.80 1.17 0.118
H -1.00 -4.56 0.98 0.109
H -1.67 -3.23 1.93 0.104
H 2.29 -0.27 0.91 0.089
H 3.08 -1.82 0.54 0.127
H 2.46 -0.76 3.34 0.114
H 4.01 -1.34 2.72 0.128
H 2.47 -3.08 4.06 0.129
H 3.18 -3.60 2.53 0.122
H 0.34 -2.74 3.09 0.119
H 0.92 -3.99 1.98 0.102

(3)
105
Properties=species:S:1:pos:R:3:lowdin_charge:R:1 method="wB97M-V/def2-TZVPD" total_energy_ha=-2513.48021 gap_ha=0.234 molar_mass_g_mol=673.91 charge=+1
C 2.01 1.90 -0.56 -0.176
Si 1.56 0.17 0.12 0.593
C 3.03 -1.02 -0.21 -0.186
C 0.02 -0.60 -0.70 -0.169
N 1.23 0.20 1.93 -0.131
N 0.21 0.77 2.58 0.094
N 0.27 0.56 3.93 0.165
C 1.46 -0.21 4.02 -0.096
C 2.17 -0.88 5.31 -0.066
O 2.16 -2.30 5.06 0.017
C 2.41 -3.04 6.22 -0.486
F 2.10 -4.38 5.90 0.099
F 3.77 -3.06 6.58 0.117
F 1.60 -2.72 7.31 0.138
N 2.08 -0.44 2.76 0.168
H 2.74 1.78 -1.45 0.053
H 1.10 2.45 -0.94 0.054
H 2.48 2.58 0.24 0.047
H 2.91 -1.95 0.46 0.046
H 3.12 -1.34 -1.29 0.056
H 3.98 -0.50 0.15 0.050
H 0.31 -1.52 -1.32 0.055
H -0.70 -0.93 0.12 0.040
H -0.57 0.13 -1.36 0.044
H 3.21 -0.42 5.36 0.155
H 1.57 -0.54 6.20 0.154
H 2.95 -0.97 2.58 0.186
C 1.67 0.26 -5.53 -0.160
C 1.81 1.74 -5.77 -0.157
C 1.89 2.28 -4.36 -0.190
O 2.50 1.26 -3.55 -0.190
C 2.55 0.05 -4.32 -0.200
H 1.97 -0.35 -6.38 0.105
H 0.63 0.02 -5.29 0.117
H 2.75 1.95 -6.30 0.121
H 0.99 2.18 -6.35 0.104
H 0.89 2.47 -3.95 0.101
H 2.48 3.20 -4.29 0.122
H 3.59 -0.13 -4.60 0.121
H 2.22 -0.79 -3.70 0.103
C 3.01 -7.36 6.83 -0.184
C 3.71 -8.69 6.96 -0.175
C 3.71 -9.18 5.52 -0.202
O 3.76 -8.01 4.69 -0.137
C 3.51 -6.86 5.49 -0.223
H 3.22 -6.67 7.65 0.113
H 1.92 -7.51 6.79 0.119
H 4.74 -8.54 7.30 0.117
H 3.23 -9.39 7.64 0.116
H 2.79 -9.72 5.28 0.118
H 4.57 -9.82 5.30 0.119
H 4.46 -6.31 5.60 0.119
H 2.79 -6.21 4.99 0.094
C 1.79 -4.64 -7.81 -0.179
C 1.29 -4.48 -9.23 -0.177
C 0.78 -3.05 -9.23 -0.202
O 1.58 -2.32 -8.28 -0.153
C 2.35 -3.26 -7.52 -0.212
H 2.52 -5.43 -7.69 0.115
H 0.95 -4.84 -7.14 0.116
H 2.12 -4.57 -9.93 0.118
H 0.52 -5.20 -9.51 0.116
H -0.26 -3.00 -8.89 0.117
H 0.85 -2.58 -10.21 0.119
H 3.40 -3.18 -7.85 0.120
H 2.30 -3.00 -6.46 0.107
C -3.57 2.93 3.10 -0.174
C -4.79 3.05 2.22 -0.168
C -4.18 3.38 0.87 -0.198
O -2.89 2.75 0.83 -0.151
C -2.56 2.30 2.15 -0.236
H -3.73 2.34 4.00 0.117
H -3.22 3.93 3.39 0.105
H -5.31 2.09 2.17 0.117
H -5.50 3.80 2.56 0.115
H -4.03 4.46 0.75 0.120
H -4.79 3.02 0.03 0.116
H -2.64 1.21 2.16 0.105
H -1.53 2.58 2.39 0.087
C -3.34 1.79 -5.92 -0.170
C -3.75 1.78 -4.46 -0.173
C -2.42 1.62 -3.75 -0.206
O -1.43 2.25 -4.59 -0.165
C -2.02 2.53 -5.87 -0.197
H -4.07 2.26 -6.58 0.118
H -3.18 0.76 -6.26 0.118
H -4.20 2.74 -4.20 0.119
H -4.47 0.99 -4.21 0.116
H -2.15 0.56 -3.65 0.112
H -2.41 2.08 -2.76 0.115
H -2.17 3.61 -5.93 0.122
H -1.33 2.22 -6.66 0.110
C -4.80 7.13 6.54 -0.177
C -3.83 8.10 5.90 -0.177
C -3.13 7.22 4.88 -0.206
O -4.08 6.23 4.47 -0.160
C -5.21 6.27 5.36 -0.206
H -5.65 7.61 7.03 0.117
H -4.28 6.52 7.29 0.116
H -4.38 8.89 5.39 0.118
H -3.14 8.56 6.61 0.116
H -2.27 6.70 5.32 0.116
H -2.79 7.78 4.01 0.118
H -6.05 6.71 4.82 0.119
H -5.48 5.25 5.66 0.116

(4)
102
Properties=species:S:1:pos:R:3:lowdin_charge:R:1 method="wB97M-V/def2-TZVPD" total_energy_ha=-2383.98898 gap_ha=0.193 molar_mass_g_mol=626.87 charge=+1
C 0.39 -2.63 1.87 -0.117
C 1.03 -2.47 0.49 -0.253
C 1.48 -1.06 0.13 -0.216
C 0.34 -0.15 -0.35 -0.198
C -0.55 0.42 0.76 -0.213
C -1.00 1.87 0.54 -0.200
C -2.35 2.17 1.21 -0.207
C -3.51 2.06 0.21 -0.168
C -4.90 1.65 0.75 -0.174
C -5.02 1.56 2.27 -0.160
C -6.40 1.13 2.77 -0.116
O -7.29 0.61 1.75 0.060
C -7.40 -0.69 1.52 -0.470
O -8.34 -1.23 1.01 0.187
C -6.23 -1.60 1.87 -0.021
C -6.16 -2.17 3.15 0.053
C -5.18 -3.07 3.44 0.011
N -4.29 -3.40 2.50 0.135
C -4.34 -2.91 1.25 0.007
C -5.31 -2.01 0.91 -0.148
S -5.22 -1.39 -0.78 0.666
C -5.57 -2.76 -1.84 -0.085
O -6.22 -0.39 -0.93 -0.273
O -3.83 -1.06 -0.92 -0.281
H -0.66 -2.35 1.87 0.041
H 0.89 -2.00 2.61 0.074
H 0.46 -3.66 2.22 0.063
H 0.32 -2.82 -0.27 0.100
H 1.89 -3.14 0.42 0.103
H 1.92 -0.60 1.02 0.109
H 2.25 -1.12 -0.63 0.101
H 0.74 0.65 -0.97 0.108
H -0.29 -0.76 -1.02 0.107
H -0.02 0.33 1.72 0.109
H -1.45 -0.20 0.86 0.092
H -0.23 2.56 0.90 0.113
H -1.08 2.02 -0.53 0.108
H -2.48 1.45 2.01 0.086
H -2.32 3.17 1.63 0.112
H -3.60 3.01 -0.32 0.116
H -3.23 1.33 -0.55 0.089
H -5.65 2.36 0.40 0.129
H -5.15 0.69 0.32 0.035
H -4.79 2.53 2.71 0.126
H -4.29 0.85 2.66 0.100
H -6.30 0.39 3.56 0.107
H -6.94 1.97 3.19 0.137
H -6.90 -1.91 3.90 0.151
H -5.08 -3.52 4.41 0.156
H -3.55 -4.05 2.73 0.190
H -3.56 -3.22 0.57 0.160
H -6.57 -2.60 -2.25 0.080
H -5.53 -3.72 -1.33 0.076
H -4.82 -2.68 -2.62 0.089
C 8.15 -0.77 0.87 -0.100
O 8.15 -0.91 -0.54 -0.185
C 7.30 -1.93 -1.03 -0.210
C 5.99 -1.38 -1.54 -0.206
O 5.22 -0.78 -0.51 -0.206
C 5.32 0.63 -0.47 -0.110
H 8.63 0.17 1.11 0.076
H 7.13 -0.78 1.27 0.085
H 8.72 -1.59 1.34 0.092
H 7.11 -2.68 -0.25 0.126
H 7.82 -2.43 -1.85 0.127
H 5.40 -2.20 -1.96 0.124
H 6.18 -0.65 -2.34 0.127
H 4.74 1.09 -1.27 0.088
H 6.36 0.96 -0.54 0.086
H 4.92 0.95 0.49 0.087
C 11.33 0.74 2.22 -0.109
O 10.20 1.58 2.41 -0.213
C 10.01 2.00 3.75 -0.205
C 10.53 3.40 3.99 -0.209
O 11.93 3.49 3.82 -0.188
C 12.33 4.01 2.57 -0.108
H 11.52 0.69 1.15 0.093
H 12.21 1.14 2.72 0.085
H 11.13 -0.27 2.59 0.088
H 10.50 1.30 4.44 0.128
H 8.94 1.98 3.95 0.125
H 10.30 3.68 5.02 0.126
H 10.02 4.10 3.32 0.127
H 12.18 5.09 2.53 0.089
H 11.79 3.54 1.75 0.083
H 13.40 3.80 2.46 0.090
C -6.26 1.80 -6.81 -0.108
O -7.58 1.31 -6.80 -0.188
C -7.70 -0.06 -7.14 -0.206
C -7.87 -0.93 -5.91 -0.201
O -6.73 -0.90 -5.07 -0.196
C -6.86 -0.01 -3.97 -0.116
H -6.26 2.77 -6.32 0.090
H -5.58 1.13 -6.27 0.082
H -5.89 1.93 -7.84 0.091
H -6.83 -0.38 -7.71 0.128
H -8.58 -0.17 -7.77 0.128
H -8.01 -1.96 -6.23 0.125
H -8.76 -0.62 -5.36 0.129
H -7.51 -0.44 -3.20 0.078
H -7.27 0.96 -4.27 0.093
H -5.87 0.14 -3.55 0.083